The following is a DFT calculation (wB97M-V/def2-TZVPD) of a 16-piece molecular cluster, C82H145N11O23P5 overall at a distorted geometry.

Last column: Mulliken charge in e.
Cartesian coordinates (Å):
C  -6.97921  3.44178  -6.05453  -1.46
C  -7.20309  4.00411  -4.64322  -0.65
N  -6.03641  3.81977  -3.66727  1.91
C  -4.80796  4.32310  -4.25761  -1.43
C  -6.31647  4.66866  -2.31118  1.82
C  -6.03012  6.08727  -2.58865  -1.86
C  -5.78545  2.36579  -3.32375  0.97
C  -7.01017  1.47893  -3.10685  -1.40
O  -7.89907  1.93824  -2.10097  -0.39
C  -7.19807  1.93455  -0.86811  -0.60
H  -7.85661  3.49003  -6.64948  0.47
H  -6.78534  2.38938  -5.95965  0.33
H  -6.17379  3.94293  -6.58473  0.28
H  -8.08624  3.62963  -4.17085  0.51
H  -7.24187  5.06753  -4.81915  0.41
H  -3.99547  4.46829  -3.45651  -0.17
H  -5.05370  5.28445  -4.68200  0.58
H  -4.51365  3.70831  -5.01042  0.84
H  -5.63509  4.17313  -1.59745  -1.68
H  -7.33708  4.45047  -1.99079  0.62
H  -6.37859  6.61003  -1.67482  0.39
H  -6.54828  6.59255  -3.45048  0.29
H  -4.97771  6.24437  -2.67295  0.36
H  -5.00331  2.32446  -2.51756  -1.37
H  -5.37241  1.94385  -4.26733  0.36
H  -6.54720  0.52037  -2.67412  0.44
H  -7.66525  1.27072  -3.97193  0.35
H  -6.88506  0.90733  -0.78474  0.63
H  -7.90691  2.24836  -0.03258  0.05
H  -6.22053  2.49357  -0.84976  0.50
C  2.83501  -1.95352  1.99093  -0.33
C  2.00357  -1.65935  3.23472  1.02
N  2.27829  -2.66715  4.38990  1.81
C  2.44838  -4.05123  3.83319  -0.95
C  3.51349  -2.21720  5.08623  -0.26
C  3.94857  -3.19398  6.21936  -1.73
C  1.01702  -2.70029  5.23648  -0.58
C  0.84406  -1.63246  6.32728  -1.19
O  0.69592  -0.34386  5.89288  -0.29
C  -0.60787  -0.32375  5.32461  0.48
H  3.88832  -2.11154  2.02681  0.91
H  2.66238  -1.14907  1.28811  -0.49
H  2.35908  -2.80707  1.54410  -0.31
H  0.97780  -1.80523  2.99152  -0.86
H  2.08678  -0.69230  3.77430  -0.17
H  3.43793  -4.16421  3.31079  0.17
H  1.61947  -4.26440  3.13457  0.06
H  2.33853  -4.77545  4.63567  0.56
H  3.32874  -1.24703  5.46445  0.12
H  4.17098  -2.14029  4.24177  0.25
H  4.36946  -4.14564  5.81182  0.34
H  3.13198  -3.44613  6.89550  0.32
H  4.58855  -2.65661  6.88793  0.50
H  1.19205  -3.64697  5.81488  0.22
H  0.27032  -2.89587  4.48852  0.42
H  1.78405  -1.63060  6.89238  0.33
H  -0.01746  -1.97810  6.98597  0.44
H  -0.60433  -1.02980  4.46551  -0.26
H  -0.85278  0.72350  4.94500  -0.12
H  -1.40369  -0.69411  6.01617  0.23
C  -3.18035  -0.29358  0.51898  -0.61
C  -2.11363  -1.14636  -0.07195  1.05
N  -0.88441  -0.45977  -0.76589  1.31
C  -1.50820  -0.20389  -2.06938  -1.03
C  -0.42309  0.87691  -0.15235  2.09
C  0.04398  0.66956  1.25998  -1.15
C  0.20543  -1.50957  -0.75718  0.89
C  1.43857  -1.27540  -1.74778  -0.26
O  2.51969  -2.06661  -1.39174  1.69
C  2.13992  -3.43982  -1.26914  0.01
H  -2.95016  0.77099  0.71545  -0.40
H  -3.49653  -0.79933  1.46060  -0.16
H  -4.06653  -0.30757  -0.15285  0.34
H  -2.39783  -1.89145  -0.81814  -0.17
H  -1.75779  -1.79555  0.73136  -0.17
H  -2.31499  0.47013  -1.90570  0.48
H  -1.71342  -1.19584  -2.53216  0.21
H  -0.86746  0.30228  -2.81183  0.22
H  -1.33831  1.47792  -0.33432  -0.92
H  0.31290  1.17321  -0.90258  -0.36
H  -0.22151  1.58547  1.77372  1.18
H  1.12211  0.40626  1.20518  -0.69
H  -0.38508  -0.23282  1.73945  -0.65
H  -0.27926  -2.38465  -1.28002  -0.94
H  0.38627  -1.69285  0.27763  -0.08
H  1.76405  -0.22700  -1.85205  -0.89
H  1.02621  -1.51806  -2.80898  -0.30
H  1.88582  -3.78179  -2.24824  -0.17
H  1.30495  -3.66780  -0.66232  -0.68
H  2.94016  -4.03160  -0.81833  0.18
P  -3.28226  3.31639  -1.13602  0.77
O  -3.11147  2.07477  -2.13329  -0.99
O  -4.69580  3.20822  -0.53086  -0.06
O  -3.09373  4.60934  -1.97866  -1.09
O  -2.21827  3.29466  -0.00470  -1.00
P  -0.53671  -4.21643  1.99699  0.71
O  0.66654  -4.41372  1.03788  -1.01
O  -0.23801  -4.88634  3.36021  -0.73
O  -1.90023  -4.67908  1.42978  -0.70
O  -0.68520  -2.65370  2.28544  -0.96
N  -1.24993  0.84073  -7.31744  -0.40
C  -1.79110  0.10952  -6.33574  -0.72
C  -2.18521  0.59450  -5.13614  -0.88
C  -1.97669  1.96682  -4.86878  1.48
C  -1.41068  2.71673  -5.84135  -0.82
C  -1.13925  2.12332  -7.08981  -0.63
H  -1.75577  -0.92641  -6.64402  0.53
H  -2.63892  -0.08714  -4.41565  0.48
H  -2.22261  2.35878  -3.86837  0.09
H  -1.10986  3.71476  -5.60362  0.51
H  -0.62036  2.71588  -7.87309  0.32
N  -7.37250  4.86801  3.93915  -0.63
C  -6.38841  4.12772  3.39143  -0.55
C  -6.15412  4.03630  2.03635  0.06
C  -6.83756  4.91218  1.25418  0.44
C  -7.75798  5.76675  1.74897  -0.44
C  -7.96789  5.72079  3.12328  -0.43
H  -5.88560  3.42406  4.05261  0.47
H  -5.45768  3.36657  1.55472  0.22
H  -6.58407  4.94378  0.19300  0.07
H  -8.29906  6.53356  1.19229  0.36
H  -8.76641  6.32172  3.56707  0.34
N  -2.95017  -2.86569  6.25064  -0.66
C  -3.95010  -1.95247  6.41956  -0.44
C  -4.71838  -1.41149  5.39770  -0.36
C  -4.46796  -1.86437  4.05731  -0.62
C  -3.44349  -2.77606  3.87283  -0.02
C  -2.72043  -3.19896  4.97905  -0.27
H  -4.19413  -1.66857  7.45497  0.31
H  -5.46771  -0.62242  5.61332  0.36
H  -5.05124  -1.41608  3.30010  0.59
H  -3.21508  -3.19741  2.88196  0.28
H  -1.88756  -3.88740  4.77025  0.79
N  -3.35711  -4.09742  -3.53396  -0.71
C  -2.07876  -4.26751  -3.75014  -0.64
C  -1.18794  -4.64726  -2.72212  0.62
C  -1.60180  -4.62269  -1.44938  0.46
C  -2.95935  -4.52210  -1.20902  -0.82
C  -3.74587  -4.29467  -2.26167  -0.31
H  -1.73910  -4.28012  -4.75586  0.40
H  -0.14907  -4.96800  -2.88292  -0.04
H  -0.96422  -4.48032  -0.60560  0.16
H  -3.28043  -4.66234  -0.18560  0.53
H  -4.84579  -4.19156  -2.13903  0.34
N  7.89092  -6.79462  -2.40052  -0.65
C  6.69868  -7.32964  -2.67082  -0.25
C  5.75199  -6.66613  -3.43629  -0.34
C  6.03067  -5.42635  -4.01733  -0.19
C  7.29011  -4.89267  -3.72347  -0.57
C  8.15696  -5.62286  -2.95437  -0.21
H  6.42338  -8.27469  -2.13255  0.31
H  4.74405  -7.09765  -3.45882  0.32
H  5.27956  -4.86386  -4.56691  0.82
H  7.63474  -3.91326  -4.04447  0.38
H  9.13969  -5.21404  -2.67659  0.36
N  -0.82326  -10.20192  1.30710  -0.68
C  -0.20489  -9.40835  0.40019  -0.31
C  0.26986  -8.12281  0.76578  -0.21
C  0.15467  -7.68664  2.09806  0.52
C  -0.45379  -8.51458  3.01108  -0.45
C  -0.87066  -9.71990  2.55278  -0.22
H  -0.01916  -9.88781  -0.59204  0.33
H  0.86768  -7.51626  0.01986  0.12
H  0.47992  -6.71597  2.37240  0.26
H  -0.72972  -8.21413  4.05428  0.31
H  -1.20222  -10.48991  3.24182  0.34
N  -2.77269  7.34448  4.24133  -0.69
C  -2.80377  7.65639  2.97973  -0.42
C  -2.84984  6.70617  1.92344  -0.30
C  -2.77370  5.38233  2.24452  1.07
C  -2.66519  5.04772  3.62445  -0.47
C  -2.69968  6.00196  4.57688  -0.55
H  -2.68035  8.73406  2.75821  0.33
H  -2.75539  7.04007  0.90056  0.42
H  -2.78363  4.59685  1.53018  -0.12
H  -2.47755  3.95503  3.82956  0.37
H  -2.62114  5.83346  5.64957  0.43
N  0.86850  5.60505  -0.92727  -0.57
C  -0.14751  4.87923  -1.20996  -0.40
C  -0.04046  3.81131  -2.11537  0.63
C  1.17565  3.51338  -2.67105  -0.49
C  2.25547  4.33386  -2.37246  -0.62
C  2.07407  5.35954  -1.48190  -0.51
H  -1.16371  5.22358  -0.94178  0.31
H  -0.93089  3.28012  -2.36563  -0.39
H  1.28189  2.70751  -3.35283  0.90
H  3.25691  4.13830  -2.71425  0.39
H  2.90124  5.97068  -1.14722  0.40
C  1.20458  -5.79548  -5.26551  -0.58
C  1.67661  -5.00298  -6.44003  -0.51
O  2.04030  -3.68698  -6.00995  0.53
P  3.18914  -3.02017  -6.83738  0.38
O  4.34603  -3.93829  -7.07342  -0.83
O  2.55951  -2.49947  -8.18962  -0.34
C  1.46500  -1.47139  -8.14693  0.26
C  0.62714  -1.59221  -9.39858  -1.40
O  3.44475  -1.61987  -6.04954  -0.32
C  3.53005  -1.49896  -4.59565  0.86
C  3.43570  -0.07437  -4.29750  -0.90
H  1.05129  -6.82910  -5.60786  0.49
H  1.99951  -5.92278  -4.52605  0.14
H  0.24984  -5.42491  -4.98479  -0.17
H  2.55727  -5.50172  -6.94294  0.37
H  0.92435  -4.91507  -7.22713  0.23
H  0.84989  -1.64422  -7.24498  0.12
H  2.06105  -0.52817  -8.12391  0.22
H  1.28666  -1.28185  -10.18094  0.38
H  0.24322  -2.59757  -9.49735  0.30
H  -0.21769  -0.94073  -9.33896  0.37
H  2.69469  -2.10914  -4.25660  -0.10
H  4.49377  -1.85141  -4.21387  0.00
H  3.14153  0.07183  -3.25900  -0.13
H  4.31089  0.49329  -4.64918  0.50
H  2.63406  0.33613  -4.93576  0.28
C  4.58813  0.96427  5.01241  -0.81
C  3.40133  1.91287  5.09640  0.61
O  3.78244  2.94539  5.98939  -0.33
P  2.84745  4.17817  6.30217  0.32
O  2.84993  4.67880  7.69264  -0.82
O  3.32457  5.23580  5.23696  -0.27
C  2.35440  6.30266  4.85189  0.17
C  3.15087  7.49766  4.32523  -1.30
O  1.39649  3.81298  5.72162  0.34
C  0.25153  3.91690  6.63620  0.18
C  0.02498  2.73314  7.52506  -1.23
H  4.78615  0.59959  6.04479  0.35
H  4.45951  0.19084  4.26709  -0.26
H  5.50307  1.39837  4.62219  0.46
H  3.27528  2.42158  4.18128  0.21
H  2.41118  1.52260  5.41879  0.01
H  1.68859  5.87464  4.07555  0.19
H  1.87262  6.50387  5.83095  0.22
H  2.49857  8.33563  4.01546  0.37
H  3.90143  7.72486  5.09119  0.33
H  3.71350  7.33832  3.33626  0.27
H  0.50473  4.83352  7.28333  0.40
H  -0.66193  4.11977  6.04827  -0.07
H  0.65266  2.76831  8.40526  0.38
H  -0.96946  2.75817  7.90220  0.51
H  0.22629  1.79324  7.05376  0.07
C  3.42583  2.30636  0.40089  -1.94
C  4.10761  1.40407  1.42353  1.02
O  4.77552  0.34735  0.73413  0.30
P  6.19593  -0.25143  1.20509  0.94
O  6.40346  -0.37260  2.65314  -0.91
O  6.32403  -1.69237  0.54470  -0.43
C  5.76444  -2.00249  -0.72659  0.51
C  5.61173  -3.47584  -1.06860  -0.70
O  7.30654  0.61655  0.50035  -0.36
C  8.01301  1.71451  0.94781  -0.05
C  9.12234  2.14248  -0.01552  -1.35
H  4.07442  2.95573  -0.17528  0.55
H  2.82462  1.78466  -0.36361  0.00
H  2.79627  2.93954  0.94488  0.72
H  4.84580  1.99513  1.91758  0.86
H  3.33994  1.00415  2.07137  -1.00
H  4.71215  -1.57819  -0.78361  -0.12
H  6.28758  -1.35314  -1.45947  0.38
H  5.24381  -3.63852  -2.07183  0.00
H  6.57303  -3.98038  -1.03811  0.31
H  5.03627  -3.87176  -0.22794  0.08
H  7.39867  2.64424  1.13640  0.19
H  8.45929  1.34869  1.89060  0.33
H  8.63378  2.44407  -0.93464  0.34
H  9.71651  3.01022  0.25620  0.40
H  9.81300  1.25379  -0.17184  0.27

Properties
Largest force on an atom: 3.61 eV Å⁻¹
Total charge: -3
LUMO level: 4.3051 eV
Molar mass: 1807.986 g/mol
HOMO level: -0.245 eV